Run P
ORCA calculation (ωB97M-V with the def2-TZVPD basis set) on a 2-piece molecular cluster, C4H11NO overall.

- SMILES: C=CN.CCO
- HOMO level: -9.509 eV
- LUMO level: 0.91 eV
- Orbital gap: 10.42 eV

Last column: Löwdin charge in e.
Positions of all 17 atoms, in Å:
1 C 3.121 0.177 0.995  0.00
2 C 1.772 0.317 0.852  -0.25
3 N 0.715 -0.484 1.397  0.02
4 H 3.837 0.946 0.747  0.04
5 H 3.585 -0.737 1.467  0.07
6 H 1.631 1.075 0.114  0.08
7 H 0.496 -1.322 0.851  0.11
8 H 0.871 -0.678 2.363  0.09
9 C -1.897 -0.470 -1.729  -0.10
10 C -1.874 0.643 -0.746  -0.35
11 O -1.796 0.245 0.616  -0.13
12 H -1.594 -0.217 -2.751  0.07
13 H -2.939 -0.660 -1.903  0.06
14 H -1.354 -1.369 -1.391  0.08
15 H -0.958 1.271 -0.872  0.11
16 H -2.778 1.254 -0.761  0.11
17 H -0.836 0.007 0.752  0.01

Run Q
ORCA calculation (ωB97M-V with the def2-TZVPD basis set) on one molecule with the formula C4H11NO.

- SMILES: C[C@H](N)[C@@H](C)O
- HOMO level: -8.972 eV
- LUMO level: 0.87 eV
- Orbital gap: 9.85 eV

Last column: Löwdin charge in e.
Positions of all 17 atoms, in Å:
1 C 0.176 0.374 1.612  -0.05
2 C 0.826 -0.050 0.290  -0.40
3 N 1.831 0.916 -0.164  0.04
4 C -0.191 -0.259 -0.878  -0.40
5 C -1.350 -1.123 -0.440  -0.07
6 O -0.574 1.025 -1.372  -0.04
7 H 0.903 0.022 2.354  0.08
8 H 0.020 1.441 1.697  0.08
9 H -0.749 -0.149 1.844  0.06
10 H 1.274 -1.050 0.325  0.13
11 H 1.423 1.521 -0.851  0.05
12 H 2.176 1.394 0.646  0.06
13 H 0.320 -0.756 -1.700  0.14
14 H -1.915 -1.483 -1.319  0.08
15 H -1.001 -2.081 -0.050  0.09
16 H -2.110 -0.676 0.190  0.08
17 H -1.058 0.934 -2.184  0.08

If we sort the structures by their calculated energies, the order from most to least stable is run Q, run P.

Run P
ORCA calculation (ωB97M-V with the def2-TZVPD basis set) on C4H11NO as an isolated structure.

- HOMO level: -8.298 eV
- LUMO level: -0.67 eV
- Orbital gap: 7.63 eV

Last column: Löwdin charge in e.
Positions of all 17 atoms, in Å:
1 C 0.038 -0.403 -1.637  -0.23
2 O -0.698 0.852 -1.528  -0.11
3 C 0.613 -0.887 -0.342  -0.15
4 C -0.030 -1.033 0.800  -0.13
5 C 0.258 0.712 1.775  -0.21
6 N -0.278 1.624 1.001  -0.05
7 H -0.631 -1.185 -2.010  0.12
8 H 0.838 -0.075 -2.297  0.11
9 H -0.619 1.065 -0.551  0.01
10 H 1.670 -1.089 -0.489  0.12
11 H 0.547 -3.604 -0.271  0.01
12 H -1.105 -1.155 0.720  0.12
13 H 0.433 -1.510 1.647  0.09
14 H 1.352 0.603 1.856  0.10
15 H -0.259 0.268 2.629  0.09
16 H 0.408 -4.330 -0.344  0.04
17 H 0.177 2.520 1.127  0.06

Run Q
ORCA calculation (ωB97M-V with the def2-TZVPD basis set) on a 2-piece molecular cluster, C4H11NO overall.

- SMILES: C=C(C)NC.O
- HOMO level: -7.992 eV
- LUMO level: 0.86 eV
- Orbital gap: 8.85 eV

Last column: Löwdin charge in e.
Positions of all 17 atoms, in Å:
1 C -0.647 -0.233 0.328  0.01
2 C 0.458 -0.009 1.062  -0.44
3 C 0.679 -0.808 2.334  -0.06
4 N 1.467 0.890 0.826  -0.06
5 C 1.335 1.924 -0.182  -0.10
6 H -1.402 -0.773 0.873  0.04
7 H -0.965 0.317 -0.546  0.03
8 H 0.450 -0.283 3.264  0.08
9 H 1.729 -1.076 2.314  0.07
10 H 0.113 -1.736 2.360  0.07
11 H 2.065 1.177 1.582  0.12
12 H 2.343 2.251 -0.461  0.08
13 H 0.837 2.838 0.139  0.08
14 H 0.842 1.545 -1.072  0.07
15 O -2.778 -1.620 -3.532  -0.03
16 H -2.290 -1.279 -4.256  0.01
17 H -2.474 -1.154 -2.773  0.01

Run R
ORCA calculation (ωB97M-V with the def2-TZVPD basis set) on a 3-piece molecular cluster, C4H11NO overall.

- HOMO level: -7.525 eV
- LUMO level: -1.78 eV
- Orbital gap: 5.75 eV

Last column: Löwdin charge in e.
Positions of all 17 atoms, in Å:
1 C -1.911 0.117 1.511  -0.01
2 C -0.722 -0.180 0.893  -0.25
3 C -0.247 -0.617 -0.321  -0.16
4 N 1.223 -0.518 -0.398  -0.14
5 C 1.804 -1.734 -1.000  -0.15
6 H -3.545 -0.578 0.515  0.22
7 H -2.922 -0.100 0.926  -0.08
8 H -2.177 0.212 2.554  0.05
9 H 0.127 -0.109 1.595  0.12
10 H -0.610 -0.285 -1.298  0.12
11 H 1.366 0.306 -0.979  0.08
12 H 2.183 -2.270 -0.113  0.07
13 H 2.746 -1.613 -1.546  0.07
14 H 1.148 -2.391 -1.567  0.06
15 H -0.502 1.890 -0.026  0.00
16 H 0.399 3.135 0.243  0.02
17 O 0.059 2.567 -0.430  -0.05

If we sort the structures by their calculated energies, the order from most to least stable is run Q, run P, run R.

Run P
ORCA calculation (ωB97M-V with the def2-TZVPD basis set) on a 2-piece molecular cluster, C4H11NO overall.

- SMILES: CC=O.CNC
- HOMO level: -9.056 eV
- LUMO level: 0.92 eV
- Orbital gap: 9.98 eV

Last column: Löwdin charge in e.
Positions of all 17 atoms, in Å:
1 C -0.174 -0.752 1.462  -0.05
2 C -0.612 -2.147 1.795  -0.33
3 O -0.592 -2.625 2.904  0.03
4 H 0.115 -0.659 0.412  0.06
5 H 0.566 -0.287 2.099  0.08
6 H -1.202 -0.355 1.434  0.09
7 H -1.061 -2.725 0.995  0.11
8 C -0.246 2.467 -1.259  -0.14
9 N 0.012 1.209 -1.978  -0.19
10 C 1.417 1.022 -2.249  -0.18
11 H -0.286 3.322 -1.939  0.07
12 H -1.219 2.362 -0.779  0.07
13 H 0.504 2.602 -0.485  0.07
14 H -0.511 1.217 -2.845  0.09
15 H 1.877 1.787 -2.896  0.08
16 H 1.593 0.069 -2.750  0.07
17 H 1.977 0.975 -1.317  0.07

Run Q
ORCA calculation (ωB97M-V with the def2-TZVPD basis set) on a 2-piece molecular cluster, C4H11NO overall.

- SMILES: C=CCCN.O
- HOMO level: -8.796 eV
- LUMO level: 0.78 eV
- Orbital gap: 9.58 eV

Last column: Löwdin charge in e.
Positions of all 17 atoms, in Å:
1 C 0.108 -2.309 2.094  -0.01
2 C 0.140 -0.989 2.064  -0.20
3 C 0.269 -0.070 0.884  -0.20
4 C -0.682 -0.413 -0.282  -0.28
5 N -0.111 -0.099 -1.581  -0.01
6 H 0.211 -2.923 1.225  0.05
7 H -0.088 -2.917 2.968  0.05
8 H -0.200 -0.471 2.953  0.09
9 H 0.041 0.918 1.266  0.10
10 H 1.262 -0.094 0.459  0.10
11 H -1.612 0.140 -0.088  0.11
12 H -0.963 -1.467 -0.264  0.10
13 H -0.317 -0.778 -2.300  0.06
14 H -0.442 0.774 -1.974  0.03
15 O 0.310 2.914 -2.181  -0.06
16 H -0.168 3.756 -2.235  0.04
17 H 1.241 3.159 -2.192  0.04

If we sort the structures by their calculated energies, the order from most to least stable is run Q, run P.

Run P
ORCA calculation (ωB97M-V with the def2-TZVPD basis set) on a 2-piece molecular cluster, C4H11NO overall.

- SMILES: C=CC.NCO
- HOMO level: -9.348 eV
- LUMO level: 0.95 eV
- Orbital gap: 10.30 eV

Last column: Löwdin charge in e.
Positions of all 17 atoms, in Å:
1 C -1.233 -1.392 -0.935  -0.03
2 C -0.434 -0.589 -1.615  -0.27
3 C -0.610 0.882 -1.781  -0.12
4 H -0.956 -2.429 -0.754  0.05
5 H -2.222 -1.121 -0.597  0.06
6 H 0.484 -0.996 -2.038  0.09
7 H 0.187 1.441 -1.278  0.07
8 H -0.575 1.152 -2.836  0.07
9 H -1.520 1.281 -1.338  0.07
10 N 1.574 -0.587 1.294  0.02
11 C 1.036 0.661 1.807  -0.34
12 O -0.386 0.761 1.720  -0.08
13 H 0.857 -1.295 1.395  0.06
14 H 1.761 -0.493 0.304  0.05
15 H 1.340 0.783 2.854  0.11
16 H 1.452 1.503 1.254  0.11
17 H -0.753 0.438 2.545  0.08

Run Q
ORCA calculation (ωB97M-V with the def2-TZVPD basis set) on a 2-piece molecular cluster, C4H11NO overall.

- HOMO level: -8.629 eV
- LUMO level: -2.17 eV
- Orbital gap: 6.46 eV

Last column: Löwdin charge in e.
Positions of all 17 atoms, in Å:
1 C -1.989 0.355 -0.816  -0.17
2 N -1.045 -0.095 0.251  -0.12
3 C -0.091 -1.080 -0.206  -0.25
4 C 1.267 -0.891 0.637  -0.13
5 C 1.662 0.629 0.421  -0.40
6 O 0.910 1.432 1.216  -0.19
7 H -2.956 -0.260 -0.784  0.09
8 H -1.773 0.373 -1.883  0.07
9 H -2.399 1.323 -0.461  0.07
10 H -0.364 0.635 0.788  0.05
11 H 0.256 -1.091 -1.138  0.05
12 H -0.508 -2.087 0.011  0.12
13 H 2.053 -1.619 0.284  0.11
14 H 1.141 -1.042 1.736  0.11
15 H 2.708 0.836 0.708  0.11
16 H 1.609 0.711 -0.657  0.10
17 H -0.483 1.871 -0.108  0.39

If we sort the structures by their calculated energies, the order from most to least stable is run P, run Q.